Record 1
The following is a DFT calculation (ωB97M-V/def2-TZVPD) of a molecular structure, H14HeO7.

Computed properties:
Highest occupied orbital energy: -10.44 eV
Orbital gap: 0.3890 Eh
Energy above the lowest of the compared OMol25 structures with the same formula, charge and spin: 0.000 eV

```
! wB97M-V def2-TZVPD RIJCOSX def2/J DEFGRID3
* xyz 0 1
O -1.825 -3.172 1.284
O 3.354 -0.942 -0.852
O 0.109 -1.201 1.988
O 0.182 2.827 -0.231
O 2.047 0.962 0.843
O -0.601 1.950 -2.854
O -3.842 -0.971 0.168
He -0.004 -0.441 -0.477
H -0.714 2.831 -3.212
H -0.693 -0.720 2.189
H 2.330 0.375 0.142
H 2.861 1.270 1.242
H -1.104 -2.582 1.504
H -4.195 -0.264 -0.372
H -4.253 -1.764 -0.176
H -2.374 -2.668 0.684
H -0.400 2.805 0.528
H 0.734 -0.527 1.722
H 0.969 2.364 0.057
H 3.520 -1.064 -1.787
H -0.287 2.092 -1.961
H 4.184 -1.162 -0.430
*
```

***

Record 2
The following is a DFT calculation (ωB97M-V/def2-TZVPD) of 6 unconnected molecules or ions with the total composition H14NO5 in a non-equilibrium geometry.

Computed properties:
Highest occupied orbital energy: -14.97 eV
Orbital gap: 0.4350 Eh
Energy above the lowest of the compared OMol25 structures with the same formula, charge and spin: 0.769 eV

```
! wB97M-V def2-TZVPD RIJCOSX def2/J DEFGRID3
* xyz 1 1
O 0.821 2.503 1.114
O -3.697 0.536 1.090
O 3.620 -1.480 -0.670
O -0.520 -1.994 0.651
O 1.052 0.337 -2.224
N -1.059 0.673 -0.096
H 3.439 -1.673 0.255
H -1.889 1.174 0.241
H 0.394 -2.062 0.945
H 1.754 -0.132 -1.749
H -0.941 0.740 -1.104
H 1.194 3.389 1.012
H 1.018 -0.114 -3.076
H -4.295 0.305 0.370
H -1.038 -0.304 0.257
H 1.038 2.249 2.018
H 3.762 -2.345 -1.070
H -0.266 1.159 0.353
H -3.737 -0.247 1.664
H -0.651 -2.713 0.018
*
```

***

Record 3
The following is a DFT calculation (ωB97M-V/def2-TZVPD) of 6 unconnected molecules or ions with the total composition H14NO5 in a non-equilibrium geometry.

Computed properties:
Highest occupied orbital energy: -14.77 eV
Orbital gap: 0.4390 Eh
Energy above the lowest of the compared OMol25 structures with the same formula, charge and spin: 0.796 eV

```
! wB97M-V def2-TZVPD RIJCOSX def2/J DEFGRID3
* xyz 1 1
O 3.007 0.892 0.528
O 0.808 1.382 -2.271
O -0.732 -3.183 0.730
O -1.994 1.045 1.994
O -1.338 0.034 -1.658
N 0.157 -0.659 0.572
H 1.013 -0.686 1.122
H -1.488 -3.515 1.212
H 3.208 0.978 -0.402
H -2.236 1.890 1.597
H 0.220 -0.392 -0.408
H -0.731 -3.632 -0.130
H 3.722 1.304 1.020
H -0.487 -0.075 1.120
H -0.168 -1.669 0.551
H 0.741 1.513 -3.227
H -0.636 0.706 -1.862
H -2.168 0.446 -1.426
H 0.977 2.284 -1.970
H -1.873 1.336 2.907
*
```